Record 1
This record from the OMol25 dataset describes an isolated molecule of C13H20BN3O5. The level of theory is the ωB97M-V functional and the def2-TZVPD basis.

## Properties
- SMILES: NCCCCCCNC(=O)c1ccc(B(O)O)cc1[N+](=O)[O-]
- HOMO-LUMO gap: 7.33 eV
- Energy: -1072.65310 a.u.
- Lowest unoccupied orbital energy: -0.79 eV
- 2S+1: 1
- ΔE to the lowest compared entry with this formula, charge and spin: 1.3526 eV
- HOMO energy: -8.128 eV
- Total charge: 0

Each line ends with the natural charge from an NBO analysis.
Element x y z (Å)
N -0.480997 -2.975032 -0.971785  -0.86
C -0.066632 -3.398335 -2.305007  -0.22
C 0.512081 -2.330145 -3.225735  -0.42
C 1.918612 -1.724329 -2.909378  -0.38
C 1.934093 -1.375536 -1.310758  -0.40
C 3.030716 -0.349753 -1.093806  -0.41
C 3.067825 -0.008358 0.374068  -0.22
N 1.737717 0.451747 0.780946  -0.59
C 0.758996 -0.279092 1.387320  0.64
O 0.954057 -1.497823 1.638790  -0.63
C -0.495208 0.436833 1.684684  -0.13
C -0.698374 0.842968 2.962068  -0.17
C -1.677875 1.889911 3.257870  -0.11
C -2.453819 2.488878 2.250751  -0.41
B -3.489505 3.531447 2.713545  1.14
O -3.364480 3.839298 4.079908  -0.89
O -4.248764 4.301773 1.841599  -0.93
C -2.235107 2.009620 1.010346  -0.19
C -1.335899 1.008349 0.722540  0.14
N -1.079973 0.593689 -0.677083  0.48
O -0.330797 1.234165 -1.435095  -0.34
O -1.788994 -0.387334 -1.126889  -0.37
H -0.962334 -2.107118 -1.040325  0.36
H 0.204982 -2.860471 -0.226466  0.38
H 0.584482 -4.306801 -2.278273  0.19
H -0.943614 -3.789249 -2.850464  0.19
H 0.449059 -2.592515 -4.269269  0.20
H -0.133815 -1.467857 -3.219731  0.20
H 2.141634 -0.802279 -3.473050  0.20
H 2.729639 -2.416641 -3.034643  0.19
H 2.014240 -2.255211 -0.621988  0.22
H 1.025070 -0.861513 -1.158994  0.19
H 4.011492 -0.786540 -1.353716  0.21
H 2.874622 0.482363 -1.836325  0.21
H 3.740513 0.794514 0.570295  0.20
H 3.334030 -0.870791 1.010349  0.23
H 1.485976 1.421436 0.553962  0.40
H 0.042907 0.526702 3.652087  0.23
H -1.846687 2.111881 4.291448  0.23
H -4.159772 4.362308 4.373223  0.50
H -3.911920 4.670602 0.996241  0.52
H -2.848177 2.444236 0.266741  0.22

Forces on atoms 1 to 3 (eV/Å):
-0.0005 -0.8791 0.1565
0.3793 -0.9174 -0.3483
1.2442 1.2210 -0.1784

Record 2
This record from the OMol25 dataset describes a cluster of 3 separate species, C17H46IN7O6P3 in total. The level of theory is the ωB97M-V functional and the def2-TZVPD basis.

## Properties
- HOMO-LUMO gap: 5.09 eV
- Energy: -2831.75318 a.u.
- Lowest unoccupied orbital energy: 0.84 eV
- 2S+1: 1
- HOMO energy: -4.251 eV
- Total charge: -1

Each line ends with the Löwdin charge.
Element x y z (Å)
C 5.749127 0.009079 1.544011  -0.17
C 5.068588 -1.385256 1.530635  -0.71
I 4.663503 -2.066611 -0.468210  0.86
C 5.947112 -2.353167 2.392539  -0.27
N 5.851512 -3.765565 2.097790  -0.10
C 6.949600 -4.268503 1.269112  -0.41
C 8.325337 -4.196374 2.008674  -0.79
O 9.055738 -3.220990 1.716866  -0.08
O 8.566004 -5.080379 2.836828  -0.08
P 6.657900 -6.103054 0.957999  0.88
O 5.572032 -6.481031 2.158113  -0.30
O 5.936987 -6.234835 -0.561625  -0.35
H 6.328809 0.190241 0.636308  0.06
H 6.467695 0.068593 2.370548  0.07
H 5.027057 0.809595 1.732772  0.06
H 4.101978 -1.230764 2.013265  0.06
H 6.973651 -1.985412 2.373286  0.10
H 5.586124 -2.219746 3.426945  0.12
H 4.940104 -4.033454 1.756123  0.06
H 7.032809 -3.798682 0.276215  0.06
H 5.431715 -7.429934 2.183426  0.03
H 5.218114 -5.594055 -0.683629  0.01
O 2.513854 2.473099 1.148669  -0.28
P 1.587846 3.066105 0.107316  0.73
N 0.135018 3.123684 1.039426  -0.34
C -0.493718 1.915965 1.551082  -0.12
C 0.194897 4.143278 2.080607  -0.15
N 1.731289 1.779149 -1.055976  -0.32
C 0.795754 0.679098 -1.166118  -0.13
C 3.094185 1.271643 -1.222829  -0.18
N 0.816614 4.038163 -1.102136  -0.33
C -0.601251 4.173764 -1.359122  -0.11
C 1.673492 4.570772 -2.152188  -0.14
H -1.405926 2.167726 2.097147  0.07
H 0.158359 1.338135 2.217206  0.09
H -0.834054 1.274975 0.740368  0.05
H 0.372658 5.126938 1.629183  0.07
H 1.001462 3.950454 2.798518  0.08
H -0.750194 4.217969 2.619803  0.08
H 0.803775 0.034539 -0.276547  0.09
H 1.046045 0.057664 -2.029223  0.08
H -0.223753 1.025966 -1.347184  0.06
H 3.364493 0.548449 -0.448362  0.00
H 3.820843 2.086126 -1.192303  0.07
H 3.210169 0.788371 -2.196614  0.08
H -1.108942 3.209348 -1.425646  0.07
H -0.767534 4.691359 -2.307149  0.08
H -1.097162 4.770702 -0.591560  0.07
H 1.638577 3.941177 -3.049330  0.08
H 2.711138 4.619308 -1.817008  0.07
H 1.384113 5.589589 -2.424451  0.08
O -3.392791 0.002589 -0.306284  -0.28
P -4.730117 -0.651635 -0.567306  0.73
N -4.855194 -0.348118 -2.263655  -0.34
C -4.909489 1.001121 -2.802774  -0.12
C -3.912372 -1.159442 -3.030214  -0.14
N -5.666426 0.380411 0.485695  -0.32
C -6.390651 1.548357 0.038053  -0.15
C -5.018301 0.674083 1.762590  -0.15
N -6.081824 -1.722299 -0.679070  -0.33
C -7.130190 -1.727887 -1.677127  -0.11
C -6.361505 -2.540323 0.494096  -0.14
H -4.999139 0.963800 -3.890546  0.08
H -4.028708 1.604020 -2.549331  0.08
H -5.805206 1.523711 -2.472360  0.05
H -4.094347 -2.222956 -2.837833  0.08
H -2.871634 -0.941350 -2.763347  0.08
H -4.041942 -1.013994 -4.102843  0.08
H -5.721166 2.336916 -0.335373  0.08
H -6.973879 1.968833 0.860859  0.08
H -7.120876 1.302673 -0.734935  0.06
H -4.285679 1.488205 1.682360  0.07
H -4.501580 -0.204268 2.150646  0.07
H -5.764704 0.954488 2.510997  0.08
H -7.560016 -0.737513 -1.838526  0.07
H -7.945187 -2.385729 -1.367358  0.08
H -6.775044 -2.108729 -2.635792  0.08
H -7.141885 -2.086304 1.116225  0.08
H -5.466472 -2.654413 1.108350  0.07
H -6.677220 -3.547457 0.211233  0.08

Forces on atoms 1 to 3 (eV/Å):
-0.0804 -0.0316 0.0233
0.8451 0.9803 1.1414
0.0084 -0.1183 0.1314

Record 3
This record from the OMol25 dataset describes a cluster of 8 separate species, C48H56BF4N7O4 in total. The level of theory is the ωB97M-V functional and the def2-TZVPD basis.

## Properties
- SMILES: CB(O)[C@H]1[C@@H](CCCF)OC(=O)[C@]1(C)CCOCC(F)(F)F.c1ccncc1.c1ccncc1.c1ccncc1.c1ccncc1.c1ccncc1.c1ccncc1.c1ccncc1
- HOMO-LUMO gap: 9.28 eV
- Energy: -2970.91507 a.u.
- Lowest unoccupied orbital energy: 0.00 eV
- 2S+1: 1
- HOMO energy: -9.285 eV
- Total charge: 0

Each line ends with the Löwdin charge.
Element x y z (Å)
C -3.846048 3.895597 0.695794  -0.05
B -5.061207 3.739223 -0.449694  -0.34
O -6.446388 4.075194 -0.064933  0.01
C -4.557812 3.253347 -1.948398  -0.10
C -5.664195 2.897875 -3.105524  -0.26
C -7.152466 2.350504 -2.690891  -0.13
C -7.138971 0.854223 -1.967300  -0.16
C -8.599356 0.736744 -1.168310  -0.14
F -9.730243 1.036152 -2.118502  -0.16
O -5.690132 3.908303 -4.183227  -0.04
C -4.882799 5.038585 -3.674148  -0.18
O -5.071640 6.355642 -3.786574  0.02
C -3.647662 4.295407 -2.827771  -0.29
C -2.938535 5.588107 -2.110999  -0.08
C -2.471575 3.735980 -3.823309  -0.08
C -1.702765 2.514753 -3.045274  -0.21
O -0.339658 2.232304 -3.520868  -0.15
C -0.162720 0.769836 -3.240536  -0.07
C -0.246455 0.399639 -1.640051  -0.16
F 0.660646 -0.765407 -1.321734  -0.02
F -1.617061 -0.067563 -1.208635  -0.02
F 0.262952 1.518512 -0.761511  0.00
H -3.821943 2.982216 1.435284  0.07
H -2.804121 3.860326 0.114400  0.06
H -3.869134 4.945879 1.231443  0.09
H -6.808350 3.267689 0.444700  0.13
H -4.120998 2.172033 -1.697385  0.15
H -5.176727 1.966153 -3.651579  0.16
H -7.746933 2.191745 -3.713330  0.14
H -7.808369 3.141766 -2.086043  0.13
H -7.151839 -0.013677 -2.781224  0.13
H -6.225294 0.688036 -1.253050  0.11
H -8.797677 -0.367956 -0.793313  0.13
H -8.659412 1.515920 -0.279222  0.12
H -3.636416 6.211854 -1.406277  0.11
H -1.999710 5.236797 -1.472104  0.10
H -2.490630 6.345969 -2.917202  0.11
H -2.960995 3.429696 -4.848257  0.14
H -1.670679 4.601848 -3.999019  0.14
H -2.393728 1.552519 -3.173738  0.13
H -1.715783 2.764500 -1.887749  0.13
H 0.932230 0.460775 -3.596332  0.13
H -0.900690 0.127472 -3.886104  0.16
C 0.471912 -3.119123 1.137922  -0.06
C 0.241012 -4.353838 1.735136  -0.07
C -1.066314 -4.704369 2.032079  -0.15
N -2.132231 -3.913879 1.778507  0.04
C -1.876580 -2.720453 1.199859  -0.14
C -0.605645 -2.283556 0.862582  -0.07
H 1.483090 -2.810325 0.889299  0.11
H 1.059224 -5.027352 1.963529  0.08
H -1.298339 -5.658796 2.495645  0.10
H -2.749708 -2.102925 1.008505  0.10
H -0.459096 -1.315411 0.397301  0.06
C 3.597529 -8.805466 0.817518  -0.08
C 2.947032 -7.577509 0.758589  -0.08
C 3.658847 -6.440983 1.107551  -0.16
N 4.949632 -6.455800 1.506307  0.05
C 5.554060 -7.662747 1.555329  -0.15
C 4.927470 -8.852960 1.222628  -0.08
H 3.072550 -9.717947 0.550258  0.10
H 1.910796 -7.506905 0.447964  0.10
H 3.196290 -5.458830 1.074755  0.09
H 6.590436 -7.647923 1.880927  0.10
H 5.462683 -9.794070 1.278537  0.10
C 5.148594 -0.320839 -5.806287  -0.07
C 5.170899 -0.049364 -4.442358  -0.07
C 4.000928 -0.222001 -3.720202  -0.14
N 2.835895 -0.635884 -4.264950  0.03
C 2.844643 -0.889944 -5.591538  -0.15
C 3.964210 -0.750568 -6.395934  -0.07
H 6.046518 -0.198366 -6.404938  0.09
H 6.077572 0.288103 -3.953158  0.10
H 3.968290 -0.026267 -2.652361  0.10
H 1.895611 -1.218974 -6.005527  0.10
H 3.914166 -0.970880 -7.456229  0.10
C -3.294907 -2.879830 5.494084  -0.07
C -3.154995 -4.171354 4.997205  -0.08
C -3.205163 -5.227508 5.892843  -0.15
N -3.378612 -5.076070 7.224133  0.05
C -3.509690 -3.810378 7.677232  -0.16
C -3.476812 -2.691674 6.860328  -0.08
H -3.262238 -2.026924 4.822418  0.09
H -3.010810 -4.351430 3.937942  0.06
H -3.104230 -6.254328 5.553560  0.10
H -3.645693 -3.715432 8.750917  0.10
H -3.589523 -1.697952 7.278752  0.09
C -0.551406 1.534243 4.425700  -0.07
C -0.529101 1.805718 5.789629  -0.07
C -1.699072 1.633081 6.511786  -0.15
N -2.864105 1.219197 5.967037  0.05
C -2.855357 0.965137 4.640450  -0.17
C -1.735790 1.104514 3.836053  -0.08
H 0.346518 1.656715 3.827049  0.11
H 0.377572 2.143184 6.278830  0.08
H -1.731710 1.828815 7.579626  0.10
H -3.804389 0.636108 4.226460  0.10
H -1.785834 0.884202 2.775758  0.09
C 3.661569 6.046349 6.789014  -0.08
C 4.475445 4.970220 6.451302  -0.08
C 3.972151 3.689910 6.617578  -0.15
N 2.735730 3.424546 7.093177  0.05
C 1.969364 4.489489 7.414170  -0.16
C 2.382416 5.805245 7.279679  -0.08
H 4.021032 7.064455 6.671122  0.11
H 5.477463 5.124570 6.067384  0.10
H 4.567586 2.817319 6.365186  0.10
H 0.981030 4.249517 7.796161  0.10
H 1.723541 6.622152 7.551361  0.10
C 10.848594 -1.169492 -8.222577  -0.08
C 10.870899 -0.898017 -6.858648  -0.08
C 9.700928 -1.070654 -6.136492  -0.15
N 8.535895 -1.484538 -6.681241  0.05
C 8.544643 -1.738598 -8.007828  -0.15
C 9.664210 -1.599221 -8.812225  -0.08
H 11.746518 -1.047020 -8.821228  0.11
H 11.777572 -0.560551 -6.369448  0.10
H 9.668290 -0.874920 -5.068652  0.10
H 7.595611 -2.067627 -8.421817  0.10
H 9.614166 -1.819534 -9.872519  0.10

Forces on atoms 1 to 3 (eV/Å):
1.0058 -0.0576 -0.8457
-0.0602 1.1036 0.9968
1.7663 -3.0048 -0.0311